15
Properties=species:S:1:pos:R:3 method="wB97M-V/def2-TZVPD" e_above_lowest_kj_mol=216.1 charge=+1 homo_lumo_gap_ev=11.19 smiles="[NH2+]=C1NCCN1O"
N -1.593 -1.330 -0.131
C -0.456 -0.659 0.001
N 0.813 -1.064 0.055
C 1.724 0.052 0.116
C 0.807 1.176 -0.292
N -0.460 0.665 0.292
O -1.657 1.369 0.034
H -1.426 -2.382 -0.075
H -2.494 -0.843 -0.117
H 1.112 -2.031 -0.150
H 2.475 -0.224 -0.485
H 1.952 0.250 1.176
H 0.879 2.209 0.076
H 0.564 1.167 -1.304
H -2.241 1.647 0.802

---

18
Properties=species:S:1:pos:R:3 method="wB97M-V/def2-TZVPD" e_above_lowest_kj_mol=0.0 charge=0 homo_lumo_gap_ev=9.14 smiles="O=C(S)S.CCNC=S"
O 2.383 4.890 3.814
C 2.528 3.952 3.028
S 1.634 3.821 1.374
S 3.321 2.515 3.617
H 1.803 2.408 1.118
H 2.592 1.362 2.921
C -2.339 -2.678 -1.315
C -1.157 -2.058 -1.955
N -0.752 -0.662 -1.614
C 0.090 -0.412 -0.529
S 0.414 1.147 -0.122
H -3.163 -1.917 -1.178
H -2.237 -3.027 -0.211
H -2.799 -3.472 -2.072
H -1.348 -1.958 -3.000
H -0.177 -2.720 -1.828
H -1.358 0.121 -1.968
H 0.567 -1.314 -0.081

---

129
Properties=species:S:1:pos:R:3 method="wB97M-V/def2-TZVPD" e_above_lowest_kj_mol=114.5 charge=+1 homo_lumo_gap_ev=4.17
C -1.402 -0.925 -1.844
C -0.936 -0.151 -3.061
C -1.067 -1.115 -4.246
C -1.905 0.986 -3.354
C 0.542 0.340 -2.874
C 1.542 -0.497 -3.393
C 2.823 -0.009 -3.617
C 3.067 1.344 -3.396
C 2.216 2.127 -2.609
C 2.809 3.534 -2.214
C 2.539 3.915 -0.768
C 2.298 4.612 -3.177
C 4.348 3.570 -2.306
C 0.936 1.570 -2.265
N 0.109 2.180 -1.250
C -0.563 3.467 -1.434
C -1.079 3.822 -0.070
N -0.902 2.601 0.726
C -1.515 2.545 2.053
C -2.927 2.361 2.176
C -3.972 2.125 1.044
C -5.086 1.188 1.530
C -3.402 1.452 -0.185
C -4.644 3.449 0.666
C -3.510 2.451 3.446
C -2.748 2.435 4.598
C -1.397 2.721 4.485
C -0.784 2.913 3.242
C 0.573 3.687 3.303
C 1.202 3.637 4.701
C 0.311 5.170 3.031
C 1.607 3.117 2.357
C -0.202 1.643 -0.014
C 0.264 0.381 0.358
C 0.149 -0.122 1.702
C -1.127 -0.463 2.243
C -1.277 -0.663 3.597
C -0.127 -0.536 4.408
N -0.299 -0.015 5.720
O 0.720 0.385 6.336
O -1.452 0.107 6.187
C 1.177 -0.514 3.869
C 1.311 -0.311 2.510
H -1.580 -0.270 -0.990
H -2.329 -1.473 -2.064
H -0.641 -1.651 -1.546
H -0.712 -0.659 -5.175
H -0.540 -2.060 -4.083
H -2.126 -1.375 -4.387
H -1.530 1.625 -4.161
H -2.871 0.571 -3.667
H -2.106 1.588 -2.470
H 1.310 -1.521 -3.702
H 3.581 -0.665 -4.049
H 3.983 1.766 -3.815
H 2.929 3.142 -0.096
H 3.052 4.860 -0.531
H 1.483 4.079 -0.560
H 2.650 4.417 -4.198
H 1.207 4.670 -3.223
H 2.676 5.599 -2.872
H 4.719 3.577 -3.339
H 4.721 4.491 -1.833
H 4.787 2.732 -1.755
H 0.096 4.241 -1.840
H -1.383 3.361 -2.156
H -0.512 4.650 0.381
H -2.130 4.136 -0.079
H -5.746 1.658 2.264
H -5.712 0.904 0.678
H -4.663 0.273 1.957
H -2.641 2.063 -0.670
H -2.989 0.475 0.086
H -4.206 1.285 -0.920
H -3.947 4.182 0.248
H -5.420 3.266 -0.089
H -5.122 3.902 1.541
H -4.593 2.482 3.556
H -3.195 2.243 5.573
H -0.852 2.881 5.415
H 1.288 2.614 5.076
H 2.212 4.056 4.657
H 0.637 4.239 5.420
H -0.183 5.347 2.073
H -0.337 5.590 3.811
H 1.255 5.729 3.030
H 1.201 2.990 1.358
H 2.473 3.791 2.296
H 1.935 2.137 2.721
H 0.848 -0.159 -0.373
H -1.985 -0.557 1.575
H -2.235 -0.829 4.087
H 2.021 -0.574 4.549
H 2.292 -0.207 2.036
C -5.097 -5.024 -0.699
O -4.294 -4.919 -1.900
C -2.960 -4.748 -1.709
C -2.388 -4.600 -0.422
C -1.062 -4.236 -0.327
C -0.261 -4.017 -1.464
C 1.113 -3.569 -1.296
C 2.037 -4.382 -0.616
C 3.453 -4.542 -0.981
C 4.167 -4.045 -2.064
C 5.381 -4.661 -2.409
C 5.862 -5.767 -1.692
C 5.146 -6.302 -0.611
C 3.947 -5.674 -0.286
N 2.893 -6.193 0.483
C 2.978 -7.376 1.331
C 1.775 -5.439 0.311
C -0.826 -4.309 -2.739
C -2.147 -4.668 -2.867
H -6.097 -5.255 -1.060
H -4.742 -5.835 -0.044
H -5.089 -4.067 -0.154
H -2.990 -4.737 0.479
H -0.619 -4.135 0.659
H 1.512 -2.770 -1.925
H 3.741 -3.227 -2.644
H 5.956 -4.288 -3.258
H 6.797 -6.233 -1.989
H 5.459 -7.192 -0.065
H 4.029 -7.591 1.541
H 2.425 -7.202 2.265
H 2.552 -8.261 0.839
H 0.840 -5.703 0.800
H -0.177 -4.302 -3.614
H -2.604 -4.856 -3.838

---

15
Properties=species:S:1:pos:R:3 method="wB97M-V/def2-TZVPD" multiplicity=3 e_above_lowest_kj_mol=275.9 charge=-1 homo_lumo_gap_ev="5.29 / 4.92"
C 0.862 0.565 0.656
C -0.171 1.434 -0.144
C 0.785 -0.786 -0.015
N -0.394 -1.348 -0.166
N -1.436 0.706 0.091
N -1.462 -0.605 -0.210
S -2.780 1.576 0.245
S -2.940 -1.401 -0.353
S 2.128 -1.871 0.357
H 1.743 1.126 0.749
H 0.415 0.437 1.712
H -0.143 2.289 0.417
H 0.198 1.440 -1.107
H 1.698 -0.557 -2.215
H 1.496 -3.006 -0.018

---

8
Properties=species:S:1:pos:R:3 method="wB97M-V/def2-TZVPD" e_above_lowest_kj_mol=255.2 charge=0 homo_lumo_gap_ev=7.92 smiles="O=CC(=O)C=O"
O 0.244 1.227 -1.579
C 0.755 0.176 -1.019
C 0.284 -0.493 0.167
O 0.804 -1.554 0.625
C -0.898 0.064 0.919
O -1.785 0.835 0.491
H 1.600 -0.270 -1.570
H -1.003 0.015 1.966

---

79
Properties=species:S:1:pos:R:3 method="wB97M-V/def2-TZVPD" multiplicity=7 charge=0 homo_lumo_gap_ev="7.06 / 7.09"
Tb -0.170 0.056 -0.147
S 2.574 1.120 3.844
C 3.517 -0.052 2.976
C 4.747 -0.608 3.300
C 5.294 -1.529 2.424
C 4.624 -1.896 1.255
C 3.397 -1.350 0.936
C 2.839 -0.411 1.803
N 1.629 0.228 1.625
C 1.348 1.054 2.592
C 0.107 1.819 2.670
C -0.123 2.640 3.779
C -1.320 3.315 3.906
C -2.290 3.149 2.927
C -2.039 2.342 1.827
C -0.834 1.656 1.621
H 5.259 -0.334 4.213
H 6.254 -1.973 2.651
H 5.079 -2.620 0.592
H 2.863 -1.622 0.034
H 0.637 2.741 4.547
H -1.504 3.953 4.761
H -3.245 3.653 3.024
H -2.836 2.239 1.091
S -2.906 -2.728 2.661
C -1.324 -3.274 2.991
C -0.406 -2.759 2.126
C -0.935 -1.886 1.122
C -2.300 -1.788 1.303
C -3.219 -1.036 0.475
C -4.587 -0.926 0.771
C -5.411 -0.200 -0.058
C -4.877 0.369 -1.213
C -3.533 0.190 -1.456
N -2.702 -0.452 -0.630
H -1.161 -3.941 3.825
H 0.645 -3.013 2.198
H -4.977 -1.421 1.649
H -6.461 -0.083 0.177
H -5.486 0.923 -1.913
H -3.087 0.566 -2.372
C -5.682 0.150 -6.484
O -4.385 -0.341 -6.216
C -3.338 0.498 -6.419
C -3.439 1.779 -6.947
C -2.297 2.544 -7.126
C -1.047 2.072 -6.738
C -0.958 0.778 -6.208
C -2.084 -0.001 -6.066
N 0.092 2.836 -7.077
N 1.128 2.837 -6.396
C 1.201 2.246 -5.126
C 2.330 1.510 -4.819
C 2.473 0.838 -3.610
C 1.511 0.923 -2.606
O 1.599 0.291 -1.476
C 0.365 1.763 -2.872
N -0.555 1.877 -1.874
C -1.571 2.695 -2.037
C -1.739 3.483 -3.181
C -0.849 3.353 -4.213
C 0.223 2.441 -4.108
H -6.369 -0.632 -6.171
H -5.827 0.346 -7.550
H -5.891 1.062 -5.917
H -4.397 2.184 -7.243
H -2.370 3.532 -7.563
H 0.010 0.376 -5.939
H -2.022 -1.010 -5.678
H 3.090 1.403 -5.583
H 3.341 0.219 -3.425
H -2.274 2.756 -1.213
H -2.563 4.181 -3.236
H -0.943 3.972 -5.093
Cl -1.987 -3.676 -1.726
C -1.525 -2.689 -3.113
Cl -0.354 -1.411 -2.680
H -2.411 -2.215 -3.519
H -1.048 -3.330 -3.844

---

One value per record, in order, for F_max: 4.295; 3.280; 3.040; 5.214; 7.351; 1.024 eV/A.